Entry 1:
C3H3O2S | ωB97M-V with the def2-TZVPD basis set

Values from the calculation:
- HOMO: -3.5 eV
- Frontier orbital gap: 7.4211 eV
- LUMO energy: 3.9 eV
- Structure (SMILES): CC(=O)C([O-])=S

Geometry as ORCA input:
```
! RIJCOSX wB97M-V def2-TZVPD def2/J DEFGRID3
* xyz -1 1
C -2.961 -0.561 0.146
C -1.549 -0.521 -0.652
C -0.141 -0.023 -0.097
O -3.726 -1.456 0.373
O -1.632 -0.753 -1.843
S -3.178 1.111 0.492
H -0.620 0.868 0.506
H 0.294 -0.752 0.644
H 0.580 0.333 -0.915
*
```

***

Entry 2:
C3H3O2S | ωB97M-V with the def2-TZVPD basis set

Values from the calculation:
- HOMO: -3.6 eV
- Frontier orbital gap: 7.4401 eV
- LUMO energy: 3.9 eV

Geometry as ORCA input:
```
! RIJCOSX wB97M-V def2-TZVPD def2/J DEFGRID3
* xyz -1 1
C -0.434 -0.546 0.036
C 0.758 -1.013 -0.034
C -1.701 0.082 -0.139
O 2.580 -0.108 1.502
O 2.340 0.820 -0.754
S 2.513 -0.398 0.053
H -2.663 -0.335 0.033
H -1.598 1.006 0.446
H -1.795 0.492 -1.143
*
```

***

Entry 3:
C3H3O3 | ωB97M-V with the def2-TZVPD basis set

Values from the calculation:
- HOMO (alpha / beta): -14.2 / -14.2 eV
- Frontier orbital gap (alpha / beta): 8.8814 / 8.8804 eV
- LUMO energy (alpha / beta): -5.3 / -5.3 eV

Geometry as ORCA input:
```
! RIJCOSX wB97M-V def2-TZVPD def2/J DEFGRID3
* xyz 1 1
C -1.037 0.432 0.167
C 0.563 0.581 -1.366
C 0.354 -0.547 0.495
O 1.103 -0.354 -0.553
O -0.639 0.974 -0.927
O 0.401 -1.386 1.454
H -1.763 0.865 0.758
H 1.052 0.587 -2.324
H -0.033 -1.152 2.297
*
```

***

Entry 4:
C3H3O3P | ωB97M-V with the def2-TZVPD basis set

Values from the calculation:
- HOMO: -9.2 eV
- Frontier orbital gap: 9.6338 eV
- LUMO energy: 0.4 eV
- Structure (SMILES): C#CPO.O=C=O

Geometry as ORCA input:
```
! RIJCOSX wB97M-V def2-TZVPD def2/J DEFGRID3
* xyz 0 1
C -0.463 -0.937 -2.100
C -0.665 -0.827 -0.920
C 1.100 1.961 0.196
O 2.101 2.122 0.728
O 0.088 1.833 -0.320
O 0.338 -0.490 1.450
P -1.166 -0.516 0.745
H -0.233 -1.109 -3.110
H 0.327 -0.144 2.345
H -1.427 -1.893 0.987
*
```

***

Entry 5:
C3H3O3P | ωB97M-V with the def2-TZVPD basis set

Values from the calculation:
- HOMO (alpha / beta): -8.1 / -8.1 eV
- Frontier orbital gap (alpha / beta): 7.0423 / 7.0565 eV
- LUMO energy (alpha / beta): -1.1 / -1.1 eV

Geometry as ORCA input:
```
! RIJCOSX wB97M-V def2-TZVPD def2/J DEFGRID3
* xyz 0 1
C -0.788 -0.591 4.384
C -0.112 -0.247 -0.251
C -1.097 0.637 0.131
O -1.225 0.333 3.848
O -0.310 -1.377 5.017
O -0.919 1.845 0.736
P -2.269 2.769 1.036
H 0.957 -0.184 -0.102
H -0.347 -1.161 -0.610
H -2.216 0.376 0.119
*
```

***

Entry 6:
C3H3O3Pb | ωB97M-V with the def2-TZVPD basis set

Values from the calculation:
- HOMO: -13.7 eV
- Frontier orbital gap: 7.8927 eV
- LUMO energy: -5.8 eV

Geometry as ORCA input:
```
! RIJCOSX wB97M-V def2-TZVPD def2/J DEFGRID3
* xyz 1 1
O -0.236 1.775 0.548
O 1.705 0.028 -1.582
C 1.005 -0.574 -0.712
O 0.020 -1.266 -1.155
C -0.841 -0.525 0.014
H -1.065 -1.349 0.715
C -0.658 0.686 0.875
H -0.768 0.464 1.957
H -1.778 -0.365 -0.542
Pb 2.615 1.126 -0.118
*
```

***

In eV, the energy above the lowest of the compared OMol25 structures with the same formula, charge and spin values for the records above are, in order, 0.5503, 3.1212, 2.7345, 1.3297, 2.8227, 2.7927.